117
Properties=species:S:1:pos:R:3:mulliken_charge:R:1 method="wB97M-V/def2-TZVPD" lumo_energy_ev="3.458 / 3.458" e_tot_ha=-6077.32106 gap_ev="5.37 / 5.58" total_charge=-2 relative_energy_kcal_mol=51.96 multiplicity=2
Ir 0.30933 0.45436 -0.24764 1.21
Te -3.21023 0.77436 3.51682 0.46
C -3.74197 -0.60025 5.04970 0.46
C -3.72596 -1.97646 4.84807 0.27
C -4.07634 -2.82052 5.88927 -0.44
N -4.43826 -2.39924 7.10672 -0.69
C -4.45945 -1.07801 7.28972 -0.34
C -4.13075 -0.15383 6.30895 -0.49
C -1.92092 -0.60862 2.49947 -1.16
P -0.25197 -0.47564 3.08950 1.79
C -0.24278 -0.29250 4.91814 0.22
C -0.21278 0.98785 5.47178 -0.40
C -0.27605 1.16225 6.84726 -0.79
C -0.37925 0.05913 7.68580 -0.49
C -0.40708 -1.21675 7.14476 -0.72
C -0.33612 -1.39370 5.76718 -0.29
C 0.47826 -2.14283 2.94234 0.47
C -0.34347 -3.26651 3.02612 0.19
C 0.20820 -4.53868 2.98750 -0.67
C 1.57967 -4.69699 2.83083 -0.71
C 2.40084 -3.58300 2.74157 -0.59
C 1.85014 -2.30860 2.81700 -0.60
P -1.82642 -0.23889 0.71112 1.05
C -3.04451 -1.43763 0.00956 0.22
C -2.93780 -1.86824 -1.31136 0.25
C -3.84380 -2.79445 -1.81909 -0.19
C -4.87093 -3.28857 -1.02680 -0.90
C -4.99719 -2.84679 0.28641 -0.55
C -4.08474 -1.92906 0.80033 -0.38
C -2.79243 1.32386 0.49849 1.05
C -4.00974 1.39938 -0.17767 -1.31
C -4.69112 2.60762 -0.26513 -0.66
C -4.16857 3.75564 0.31168 -0.85
C -2.94363 3.69784 0.96422 -0.91
C -2.25983 2.49432 1.05205 -0.01
H -3.43744 -2.37576 3.88173 -0.17
H -4.06874 -3.89878 5.74729 0.36
H -4.75012 -0.74473 8.28331 0.35
H -4.16537 0.90938 6.52562 0.30
H -0.11142 1.84396 4.81818 0.37
H -0.25366 2.16283 7.26477 0.40
H -0.42510 0.19366 8.76102 0.36
H -0.50348 -2.08197 7.79246 0.42
H -0.34751 -2.39369 5.35718 0.31
H -1.41438 -3.12247 3.10956 -0.04
H -0.43254 -5.41164 3.06146 0.41
H 2.00438 -5.69294 2.75866 0.35
H 3.46936 -3.69673 2.60471 0.41
H 2.48683 -1.43746 2.76646 0.15
H -2.14494 -1.47909 -1.93324 -0.44
H -3.73981 -3.13567 -2.84317 0.21
H -5.57540 -4.00914 -1.43040 0.32
H -5.80979 -3.20641 0.90993 0.35
H -4.19009 -1.57914 1.81855 0.22
H -4.42656 0.51440 -0.63930 0.40
H -5.63982 2.64925 -0.78972 0.39
H -4.70293 4.69635 0.24072 0.36
H -2.50667 4.59378 1.39018 0.49
H -1.28799 2.45893 1.53401 0.38
S 6.99389 1.16695 1.54811 -0.64
Sb 4.75009 1.00642 1.85403 0.53
S 2.39193 -0.80635 -0.25807 -0.17
S 0.94695 0.95724 2.35449 -0.46
S 4.00235 0.41184 -0.44950 -0.15
O -0.32257 2.73686 -1.29319 -0.57
N 0.59924 2.50732 -0.50262 0.80
C 1.72153 3.26988 -0.57746 0.66
C 2.63004 3.26989 0.49806 0.00
N 3.38613 3.35125 1.37629 -0.86
C 1.96083 4.20561 -1.62948 0.07
N 2.17982 4.96147 -2.47316 -0.70
C -2.37770 -2.17487 -5.58535 -1.51
C -2.28691 -0.65760 -5.39099 1.76
C -1.50596 -0.05141 -6.55990 -1.67
C -3.68503 -0.05644 -5.33417 -1.79
O -1.69837 -0.34320 -4.11663 -0.11
P -0.14307 -0.52876 -3.70005 -0.28
O 0.41584 -1.79983 -4.21620 -0.88
O -0.15601 -0.27417 -2.22373 1.08
O 0.46043 0.75797 -4.47668 -0.14
C 1.87275 1.00121 -4.69846 1.87
C 2.37180 0.12931 -5.85524 -1.96
C 1.96974 2.47373 -5.06536 -1.75
C 2.69331 0.72095 -3.44336 -1.32
H -2.73916 -2.40530 -6.59163 0.46
H -3.06594 -2.60817 -4.85499 0.20
H -1.38784 -2.60900 -5.43538 0.34
H -2.05425 -0.21104 -7.49179 0.55
H -0.52522 -0.52538 -6.63141 0.28
H -1.35935 1.01829 -6.40057 0.27
H -4.24129 -0.31053 -6.24090 0.39
H -3.62185 1.03066 -5.23932 0.40
H -4.21680 -0.44685 -4.46237 0.24
H 1.83623 0.38133 -6.77637 0.35
H 2.18567 -0.91783 -5.61194 0.32
H 3.44298 0.28304 -6.01049 0.47
H 1.32991 2.68460 -5.92805 0.39
H 3.00228 2.73265 -5.31036 0.38
H 1.63880 3.08930 -4.22926 0.24
H 2.60211 -0.32731 -3.15279 0.41
H 2.32946 1.33360 -2.61569 -0.13
H 3.74526 0.95463 -3.61546 0.55
C 1.08045 -5.54875 -2.06832 -1.03
N -0.06362 -5.60593 -1.19158 0.33
C -0.99631 -6.71747 -1.24303 -0.65
C -2.10760 -6.28453 -0.27591 -0.70
N -1.84833 -4.86503 -0.14029 0.34
C -0.61936 -4.50270 -0.59934 -0.64
S 0.06105 -3.01220 -0.44583 0.08
H 1.86408 -6.23006 -1.72671 0.25
H 1.46079 -4.52845 -2.06407 0.31
H 0.79500 -5.81042 -3.09297 0.31
H -0.50989 -7.64368 -0.92965 0.36
H -1.37553 -6.85808 -2.26332 0.32
H -2.02690 -6.81102 0.68121 0.27
H -3.10447 -6.46264 -0.68181 0.32
H -2.32955 -4.26656 0.51205 -0.01